No. 1
{
  "formula": "C3H8N3O",
  "method": "ωB97M-V/def2-TZVPD",
  "lumo_energy_ev": [-5.10, -5.10],
  "charge": 1,
  "total_energy_ev": -9746.053,
  "homo_lumo_gap_ev": [7.30, 7.30],
  "species": ["C", "C", "C", "N", "N", "N", "O", "H", "H", "H", "H", "H", "H", "H", "H"],
  "coordinates": [[0.3796, -0.7823, -0.8226], [1.2979, -0.2260, -0.0910], [-0.9920, -0.9116, -0.3496], [-0.6124, 1.7367, 0.4500], [2.4547, 0.0500, 0.3971], [-1.5312, 0.9957, -0.0147], [-1.1292, -1.5395, 0.8673], [0.4905, -1.1657, -1.8869], [-1.5619, -1.4147, -1.1416], [-0.0305, 2.0863, -0.2692], [3.2063, -0.5751, 0.6243], [2.6913, 0.8304, 0.9828], [-1.7783, 1.3066, -0.9104], [-2.2964, 0.7955, 0.5739], [-0.5885, -1.1864, 1.5904]],
  "forces_ev_per_angstrom": [[-0.68, -0.27, -1.24], [1.04, 1.45, 0.03], [1.08, -1.42, 0.30], [2.20, -0.20, 3.53], [-0.04, -0.30, 0.79], [0.52, -1.07, -1.90], [-1.15, 0.50, -0.31], [0.31, 1.03, 1.31], [-0.62, 0.27, 0.73], [0.38, 0.57, -1.20], [-0.05, -1.58, -0.55], [-0.85, 1.40, -0.40], [-1.24, -0.29, -1.85], [-1.01, -0.30, 1.12], [0.11, 0.22, -0.36]]
}

***

No. 2
{
  "formula": "C16H19Cl2N5O2OsS",
  "method": "ωB97M-V/def2-TZVPD",
  "lumo_energy_ev": [0.05, -1.33],
  "total_energy_ev": -66789.692,
  "multiplicity": 5,
  "homo_lumo_gap_ev": [7.18, 6.14],
  "species": ["Os", "N", "C", "S", "N", "N", "C", "C", "C", "C", "C", "C", "N", "H", "H", "H", "H", "H", "H", "H", "Cl", "C", "C", "C", "C", "C", "Cl", "C", "N", "H", "H", "H", "O", "H", "H", "C", "C", "C", "O", "H", "H", "H", "H", "H", "H", "H"],
  "coordinates": [[-0.7800, 0.2246, 0.1995], [1.1676, 1.5201, -3.2899], [0.8415, 0.6532, -2.3056], [-0.5138, 2.4045, 0.1073], [1.7389, 0.4614, -1.3491], [1.1033, -0.2895, -0.3727], [1.5877, -1.3688, 0.0893], [0.6830, -2.2349, 0.9280], [1.3955, -2.8970, 2.0612], [0.7748, -3.0918, 3.2292], [-0.5380, -2.5482, 3.4648], [-1.0577, -1.7156, 2.5371], [-0.4315, -1.4106, 1.3569], [0.5901, 1.6269, -4.1011], [2.0748, 1.9475, -3.2648], [2.5741, -1.6882, -0.2303], [2.3849, -3.2885, 1.8646], [1.2706, -3.6473, 4.0155], [-1.0700, -2.7386, 4.3835], [-2.0000, -1.2085, 2.6964], [-3.1667, -0.1542, -1.3347], [-2.6094, -0.2798, -2.9959], [-3.5628, -0.5393, -3.9533], [-3.1575, -0.8000, -5.2546], [-1.8034, -0.8812, -5.5233], [-0.8651, -0.6404, -4.5328], [0.7907, -1.0358, -4.9020], [-1.2189, -0.2200, -3.2295], [-0.3765, 0.0811, -2.2129], [-4.6066, -0.5503, -3.6767], [-3.8852, -0.9916, -6.0289], [-1.4505, -1.1728, -6.5025], [-2.5911, 0.7601, 1.4484], [-3.2429, 1.1675, 0.8572], [-2.1892, 1.5201, 1.9059], [-0.9001, -3.9562, -1.9234], [0.3532, -3.3286, -1.3427], [1.6011, -4.1264, -1.6835], [0.1544, -3.2857, 0.0783], [-0.8635, -3.9347, -3.0138], [-1.7800, -3.4063, -1.5908], [-0.9984, -4.9928, -1.5987], [0.4346, -2.3134, -1.7446], [1.5791, -5.0788, -1.1521], [2.5174, -3.6030, -1.4078], [1.6475, -4.3261, -2.7549]],
  "forces_ev_per_angstrom": [[0.13, 0.55, -0.11], [-0.06, 0.04, 0.12], [0.27, 0.14, -0.07], [0.03, -0.04, 0.01], [-0.27, -0.18, 0.07], [0.22, 0.11, -0.04], [0.09, 0.03, -0.01], [-0.04, 0.04, -0.02], [0.01, 0.03, -0.08], [-0.14, -0.01, 0.10], [0.07, 0.02, -0.05], [0.08, -0.03, -0.14], [-0.05, -0.17, 0.08], [0.02, -0.02, 0.00], [0.03, -0.03, -0.04], [-0.04, -0.04, -0.02], [0.04, 0.01, -0.02], [0.00, 0.01, 0.01], [-0.01, -0.02, 0.02], [-0.02, -0.02, 0.04], [-0.16, 0.01, -0.19], [-0.02, 0.01, 0.17], [0.08, -0.01, -0.09], [0.00, 0.01, 0.06], [0.00, 0.00, -0.02], [0.05, -0.03, -0.01], [0.00, -0.02, -0.01], [-0.11, 0.03, -0.11], [-0.13, -0.22, 0.21], [-0.04, 0.00, 0.01], [-0.01, 0.00, -0.02], [0.00, -0.01, -0.02], [-0.03, 0.01, 0.04], [0.00, -0.01, 0.02], [-0.08, -0.04, 0.02], [0.02, 0.01, -0.02], [-0.10, 0.14, 0.00], [0.00, -0.04, -0.02], [0.22, -0.21, 0.11], [0.01, -0.01, -0.02], [-0.02, 0.03, 0.00], [0.00, -0.02, 0.03], [-0.01, -0.05, 0.00], [-0.01, -0.02, -0.01], [0.00, 0.01, 0.04], [0.00, 0.02, -0.03]]
}

***

No. 3
{
  "formula": "C22H18I2N4O6ReS3",
  "method": "ωB97M-V/def2-TZVPD",
  "lumo_energy_ev": [-2.85, -2.70],
  "total_energy_ev": -92184.712,
  "multiplicity": 4,
  "homo_lumo_gap_ev": [5.14, 5.62],
  "species": ["Re", "S", "C", "N", "C", "C", "C", "C", "C", "C", "S", "H", "H", "H", "H", "O", "N", "N", "O", "C", "C", "C", "C", "C", "C", "H", "H", "H", "H", "H", "C", "C", "C", "C", "C", "C", "C", "S", "O", "O", "N", "C", "C", "O", "O", "H", "H", "H", "H", "H", "H", "H", "H", "H", "I", "I"],
  "coordinates": [[-0.2242, 1.2133, 0.9208], [1.4238, 3.4772, 3.3056], [1.2565, 3.8760, 1.6860], [0.6612, 3.3247, 0.6475], [0.6420, 4.2378, -0.4432], [0.0039, 4.1222, -1.7083], [0.0710, 5.1241, -2.6362], [0.8295, 6.2780, -2.3951], [1.5132, 6.4392, -1.1899], [1.3965, 5.4205, -0.2403], [2.0096, 5.4841, 1.3525], [-0.6514, 3.2916, -1.9208], [-0.4875, 5.0750, -3.5751], [0.8408, 7.0465, -3.1681], [2.1633, 7.2733, -0.9742], [-1.7822, 1.7446, -0.3889], [-1.6033, 1.1857, -1.6718], [-0.3909, 0.6372, -1.8203], [0.4010, 0.6750, -0.7395], [0.0060, 0.0720, -3.0167], [1.3721, -0.2235, -3.2936], [1.7522, -0.6472, -4.5597], [0.7820, -0.8266, -5.5317], [-0.5724, -0.5725, -5.2791], [-0.9536, -0.1810, -4.0203], [2.0728, -0.1317, -2.4905], [2.7853, -0.8225, -4.7961], [1.1053, -1.1520, -6.5280], [-1.3244, -0.6897, -6.0547], [-2.0340, 0.0193, -3.8138], [0.9855, -6.4058, 3.7472], [0.2389, -5.3258, 3.0221], [-0.9721, -4.7626, 3.4846], [-1.5265, -3.6656, 2.8599], [-0.9241, -3.1756, 1.7067], [0.2432, -3.7454, 1.1969], [0.8447, -4.8013, 1.8797], [-1.6626, -1.7313, 0.8968], [-1.0664, -1.5919, -0.4281], [-3.1019, -1.8636, 1.1067], [-1.2356, -0.2828, 1.6897], [-1.9678, -0.0183, 2.9595], [-2.0062, 1.5571, 3.1509], [-2.4542, 2.1199, 4.1312], [-1.3040, 2.1438, 2.1062], [0.7687, -6.4189, 4.8133], [2.0489, -6.2562, 3.6089], [0.7580, -7.3729, 3.3557], [-1.5160, -5.2319, 4.3293], [-2.4129, -3.1914, 3.3029], [0.6951, -3.3190, 0.3286], [1.7871, -5.2379, 1.5567], [-1.5179, -0.4523, 3.8672], [-2.9791, -0.4750, 2.9227], [2.1154, 0.5966, 2.1392], [3.0974, -1.8626, 0.6090]],
  "forces_ev_per_angstrom": [[-0.75, 2.06, 0.61], [0.12, -1.78, 0.20], [0.70, 1.78, -0.35], [-0.14, 0.26, -0.43], [0.46, 0.41, -1.12], [-0.28, -0.92, 1.24], [0.26, 0.91, -0.29], [0.24, 0.26, 0.19], [-0.45, -0.77, -0.63], [-0.66, -0.19, -0.31], [-0.35, -1.28, 0.34], [0.14, -0.11, 0.10], [0.19, -0.23, 0.39], [0.19, -0.10, 0.30], [-0.16, 0.24, -0.11], [1.32, -2.36, -3.48], [2.38, 0.17, 2.44], [-3.85, 2.47, 3.66], [2.23, -1.83, -5.20], [1.36, -1.42, -2.68], [-1.38, 0.43, 0.65], [-0.82, 0.07, 0.33], [-0.08, 0.04, -0.87], [0.76, -0.40, -0.12], [-1.25, 1.03, 1.06], [0.41, 0.20, 0.25], [0.23, -0.12, 0.10], [-0.26, 0.15, 0.39], [0.19, -0.09, 0.15], [1.16, -0.23, -0.11], [-0.20, 0.41, 0.40], [-0.14, 0.51, 0.04], [0.27, -0.98, 0.36], [-0.42, 0.25, 0.21], [0.21, 0.82, -0.23], [-0.37, -0.03, 0.53], [-0.69, 0.22, 0.10], [-0.60, 0.83, 0.02], [-0.70, -0.46, 1.17], [1.46, -0.11, -0.53], [-0.72, -2.35, 0.67], [-0.44, 0.68, -0.23], [0.47, -0.49, 0.64], [0.75, -0.83, -2.32], [-2.49, 1.19, 4.13], [-0.03, 0.04, 0.04], [0.24, 0.03, 0.09], [-0.27, -0.78, -0.31], [0.62, 0.47, -0.44], [0.33, -0.26, -0.50], [0.03, 0.07, -0.41], [-0.15, 0.24, -0.13], [0.37, 0.22, -0.38], [0.43, 0.65, -0.18], [0.17, 0.21, 0.30], [-0.03, 0.82, 0.28]]
}

***

Sequential ΔE to the lowest compared entry with this formula, charge and spin output: 147.8, 41.4, 0.0 kcal per mole